{
  "formula": "H19O9",
  "method": "ωB97M-V/def2-TZVPD",
  "s_squared": 0.76,
  "spin_multiplicity": 2,
  "e_tot_ha": -687.7714,
  "homo_ev": [-17.3, -17.3],
  "homo_lumo_gap_ev": [10.9931, 2.9144],
  "total_charge": 2,
  "species": ["O", "H", "H", "O", "H", "O", "H", "H", "O", "H", "H", "O", "H", "H", "O", "H", "H", "O", "H", "H", "O", "H", "H", "O", "H", "H", "H", "H"],
  "positions_angstrom": [[0.6002, 3.0907, -0.0905], [-2.8973, -1.3817, -1.0954], [0.2140, -1.5841, 3.1255], [-0.1302, -3.7716, -1.5697], [0.5747, -3.2524, -1.1773], [-3.4379, -0.1838, 0.7115], [0.4910, 0.3100, -1.2506], [-3.7901, -1.0812, 0.7894], [1.3693, -0.6146, -2.4837], [-4.1766, 0.2993, 0.3038], [-0.0236, -3.9229, -2.5160], [4.0133, 1.1909, -0.1103], [-1.9617, -2.3955, -1.3859], [4.3248, 2.0824, 0.0494], [-1.9541, -1.4181, -1.2506], [2.1416, -0.0622, -2.6680], [4.7814, 0.6806, 0.1720], [-1.1110, 2.0887, 3.2219], [1.2280, 3.4527, -0.7286], [-1.3034, 2.1616, 4.1658], [0.0359, 0.7015, -0.4627], [1.7122, -1.5111, -2.5551], [-1.9949, 2.2066, 2.8586], [0.3117, -1.5864, 2.1575], [-0.8564, 0.3302, -0.4723], [0.0280, 1.7378, -0.4673], [1.0173, 3.1928, 0.7631], [0.7936, -0.7604, 1.9657]]
}